The following is a quantum chemistry calculation of 3 unconnected molecules or ions with the total composition C20H36BBrN2O5S2 in a non-equilibrium geometry, from the OMol25 dataset.

```
! wB97M-V def2-TZVPD RIJCOSX def2/J DEFGRID3
* xyz 0 1
N -5.792 1.453 -3.113
C -4.918 2.144 -4.082
C -3.376 1.761 -3.956
B -3.083 0.202 -4.147
Br -3.723 -0.633 -5.861
C -2.364 -0.763 -3.103
C -1.286 -0.065 -2.179
C -0.250 0.832 -2.939
N 0.851 1.328 -2.050
C 0.747 2.794 -1.849
C -0.564 3.015 -0.988
C -0.630 2.232 0.265
C -1.850 2.383 1.055
C -2.916 3.283 0.636
C -2.841 4.077 -0.601
C -1.626 3.912 -1.416
O -1.490 4.630 -2.611
H -5.365 1.494 -2.188
H -5.976 0.495 -3.411
H -5.283 1.960 -5.123
H -5.017 3.254 -3.890
H -2.852 2.344 -4.772
H -2.986 2.093 -2.958
H -1.951 -1.698 -3.585
H -3.181 -1.140 -2.409
H -1.839 0.464 -1.357
H -0.710 -0.879 -1.664
H 0.262 0.200 -3.726
H -0.693 1.725 -3.455
H 1.763 1.101 -2.445
H 1.643 3.224 -1.323
H 0.653 3.348 -2.824
H 0.230 1.583 0.537
H -1.935 1.778 1.984
H -3.808 3.359 1.300
H -3.680 4.739 -0.911
H -2.267 5.207 -2.722
O -0.755 -0.674 2.531
S -0.821 -1.775 1.599
O -1.294 -1.605 0.244
C 0.769 -2.583 1.562
C 0.688 -3.627 2.667
C -0.701 -4.262 2.539
C -1.712 -3.125 2.372
H 1.560 -1.854 1.720
H 0.881 -3.054 0.584
H 1.482 -4.368 2.577
H 0.784 -3.146 3.644
H -0.725 -4.909 1.657
H -0.944 -4.881 3.404
H -2.547 -3.417 1.735
H -2.084 -2.775 3.335
O 3.268 -2.245 3.067
S 4.338 -1.461 2.493
O 4.198 -0.781 1.230
C 4.904 -0.294 3.721
C 5.982 -1.049 4.489
C 6.809 -1.786 3.431
C 5.826 -2.459 2.468
H 4.069 0.019 4.346
H 5.323 0.565 3.195
H 6.597 -0.372 5.084
H 5.522 -1.773 5.168
H 7.425 -1.067 2.884
H 7.482 -2.517 3.881
H 6.217 -2.496 1.453
H 5.564 -3.464 2.802
*
```

## Properties
HOMO = -8.1 eV
molar mass = 539.37 g/mol
gap between HOMO and LUMO = 8.52 eV
LUMO energy = 0.438 eV

The following is a quantum chemistry calculation of a molecular structure, C20H36BeF4IMgN3NaO15P2 in a non-equilibrium geometry, from the OMol25 dataset.

```
! wB97M-V def2-TZVPD RIJCOSX def2/J DEFGRID3
* xyz -1 1
C 4.908 -1.457 -1.716
C 3.430 -2.067 -2.045
C 2.798 -1.488 -3.395
I 3.116 -2.799 -5.101
C 1.254 -1.128 -3.296
O 1.079 -0.112 -2.304
P -0.683 0.092 -2.240
C -0.442 0.258 -0.356
C -0.903 1.654 0.255
C -2.149 2.312 -0.454
F -2.169 2.869 -1.743
C -3.385 2.409 0.273
F -4.091 1.301 0.781
F -3.889 3.721 0.493
O -0.928 -1.665 -2.263
C 0.158 -2.290 -3.026
C 0.640 -3.736 -2.593
C -0.767 -4.583 -2.226
C -1.218 -5.684 -3.373
O -1.932 -4.312 -3.110
H 5.360 -0.975 -2.635
H 5.523 -2.324 -1.314
H 4.795 -0.723 -0.847
H 2.675 -1.896 -1.190
H 3.542 -3.195 -2.200
H 3.341 -0.501 -3.605
H 1.025 -0.788 -4.374
H -2.129 0.276 -2.244
H -0.356 1.466 -2.604
H -0.885 -0.060 -3.684
H -0.914 -0.651 0.126
H 0.679 0.172 -0.150
H -0.037 2.381 0.320
H -1.224 1.444 1.334
H -0.321 -2.426 -4.052
H 1.083 -4.318 -3.451
H 1.261 -3.748 -1.647
H -0.948 -4.873 -1.071
H -1.981 -6.472 -3.123
H -0.615 -5.681 -4.326
Mg 3.575 -2.086 0.548
C -6.807 2.126 1.907
C -7.551 2.094 3.202
N -8.133 2.070 4.214
H -5.978 1.421 1.940
H -7.475 1.851 1.089
H -6.417 3.128 1.727
O -4.896 -4.645 -5.087
P -3.941 -5.060 -6.210
O -2.942 -6.086 -5.669
O -3.178 -3.836 -6.727
O -4.751 -5.666 -7.357
Na -1.347 -5.253 0.519
Be -4.288 1.259 -1.513
C 0.467 0.225 3.141
O -0.196 -0.655 2.613
N 0.278 0.703 4.390
C 1.114 1.750 4.937
C -0.789 0.151 5.203
H 1.305 0.712 2.615
H 1.610 1.375 5.835
H 0.486 2.608 5.196
H 1.868 2.062 4.214
H -0.624 -0.919 5.328
H -1.745 0.303 4.692
H -0.814 0.634 6.179
C 2.654 5.450 0.556
C 3.888 4.869 -0.068
O 4.383 4.007 0.951
C 3.329 3.676 1.746
O 3.362 2.837 2.594
O 2.232 4.424 1.448
H 1.879 5.668 -0.180
H 2.862 6.356 1.132
H 3.668 4.275 -0.959
H 4.625 5.631 -0.324
O 3.321 7.974 2.980
H 2.871 7.426 3.634
H 3.968 8.468 3.495
F -2.174 -2.481 -1.324
N 1.401 -2.313 6.393
O 1.583 -3.491 6.026
O 0.381 -2.012 7.049
O 2.237 -1.431 6.102
*
```

## Properties
HOMO = -4.9 eV
molar mass = 879.67 g/mol
gap between HOMO and LUMO = 2.60 eV
LUMO energy = -2.331 eV
relative energy (zero: lowest compared OMol25 entry of this formula, charge and spin) = 305.1 kJ/mol

The following is a quantum chemistry calculation of a molecular structure, C20H36BrCrF12O12PS4 in a non-equilibrium geometry, from the OMol25 dataset.

```
! wB97M-V def2-TZVPD RIJCOSX def2/J DEFGRID3
* xyz -2 5
Cr 2.530 3.643 1.447
Br 3.558 4.814 3.529
C 0.771 1.579 -2.533
C 1.350 1.345 -1.145
C 0.454 0.436 -0.265
C 0.245 -0.981 -0.828
P -1.119 -1.806 0.078
C -1.902 -3.145 -0.889
C -3.140 -3.810 -0.314
C -3.946 -4.519 -1.359
C -4.682 -5.735 -0.812
C -2.408 -0.592 0.447
C -2.973 0.242 -0.701
C -4.409 -0.110 -1.090
C -4.852 0.652 -2.362
C -0.376 -2.587 1.538
C 0.630 -3.703 1.246
C 0.075 -5.106 1.251
C 1.170 -6.172 1.346
H 1.319 2.216 -3.220
H -0.205 2.061 -2.454
H 0.674 0.616 -3.043
H 1.561 2.261 -0.605
H 2.319 0.840 -1.086
H -0.498 0.968 -0.286
H 0.887 0.449 0.735
H 1.087 -1.670 -0.933
H -0.033 -0.976 -1.887
H -1.287 -3.960 -1.272
H -2.193 -2.541 -1.758
H -3.783 -3.052 0.138
H -2.854 -4.544 0.444
H -3.333 -4.865 -2.197
H -4.573 -3.737 -1.796
H -4.014 -6.276 -0.136
H -4.983 -6.442 -1.582
H -5.480 -5.432 -0.132
H -1.706 0.012 1.039
H -3.083 -1.122 1.119
H -2.356 0.286 -1.600
H -3.005 1.266 -0.327
H -5.096 0.126 -0.278
H -4.388 -1.198 -1.214
H -4.552 0.258 -3.334
H -4.627 1.715 -2.312
H -5.923 0.435 -2.405
H -1.066 -2.928 2.312
H 0.131 -1.729 1.994
H 1.422 -3.607 1.992
H 1.193 -3.485 0.334
H -0.597 -5.334 0.423
H -0.523 -5.241 2.158
H 1.945 -6.021 0.590
H 0.779 -7.180 1.198
H 1.747 -6.267 2.268
C -2.130 3.450 1.422
F -1.746 3.393 0.149
F -2.518 4.680 1.777
F -3.169 2.602 1.486
S -0.690 2.883 2.545
O -1.167 3.288 3.866
O -0.638 1.439 2.345
O 0.528 3.566 2.067
C 1.645 5.497 -2.679
F 0.467 4.911 -2.972
F 2.665 4.676 -2.875
F 1.872 6.570 -3.444
S 1.572 6.041 -0.875
O 0.229 6.593 -0.742
O 1.788 4.780 -0.131
O 2.631 7.002 -0.703
C 3.340 -0.984 2.294
F 4.426 -0.946 1.512
F 2.262 -1.244 1.512
F 3.538 -1.930 3.212
S 3.028 0.693 3.147
O 4.322 0.970 3.760
O 2.695 1.727 2.157
O 1.952 0.417 4.092
C 6.150 4.342 -1.109
F 6.133 5.573 -0.618
F 5.440 4.278 -2.270
F 7.419 4.108 -1.485
S 5.610 3.010 0.102
O 4.197 3.263 0.338
O 5.836 1.757 -0.598
O 6.436 3.252 1.244
*
```

## Properties
HOMO (alpha / beta) = -1.6 / -2.2 eV
molar mass = 987.61 g/mol
gap between HOMO and LUMO (alpha / beta) = 4.34 / 4.95 eV
LUMO energy (alpha / beta) = 2.706 / 2.706 eV
relative energy (zero: lowest compared OMol25 entry of this formula, charge and spin) = 0.0 kJ/mol

The following is a quantum chemistry calculation of a molecular structure, C20H36Cl2MnN2O6P in a non-equilibrium geometry, from the OMol25 dataset.

```
! wB97M-V def2-TZVPD RIJCOSX def2/J DEFGRID3
* xyz 0 5
O 0.283 -0.011 -1.387
C -0.698 0.286 -2.280
C -0.374 1.625 -2.968
C 0.476 2.572 -2.406
H 0.911 2.384 -1.427
C 0.722 3.775 -3.067
H 1.384 4.497 -2.590
C 0.090 4.031 -4.283
H 0.254 4.974 -4.795
C -0.767 3.077 -4.854
H -1.273 3.261 -5.800
C -0.988 1.872 -4.194
H -1.659 1.092 -4.559
H -0.669 -0.516 -3.038
C -2.639 -1.157 -1.415
C -2.137 0.208 -1.725
H -3.725 -1.248 -1.323
H -2.227 -1.466 -0.448
H -2.273 -1.882 -2.149
C -2.817 1.359 -1.403
C -4.118 1.478 -0.689
H -2.377 2.326 -1.645
H -4.866 1.989 -1.318
H -4.018 2.132 0.194
H -4.539 0.515 -0.374
Mn 0.240 -0.041 0.618
Cl 0.809 2.161 1.050
Cl -1.855 0.094 1.298
H 4.738 1.325 -2.111
H 5.024 1.674 0.571
C 3.672 1.364 -1.833
C 3.938 1.549 0.648
N 3.472 0.786 -0.510
H 3.080 0.768 -2.543
C 2.823 -0.364 -0.417
O 2.143 -0.709 0.622
H 3.683 1.015 1.567
H 2.856 -1.042 -1.284
H 3.339 2.414 -1.863
H 3.480 2.544 0.660
H -0.507 -5.374 1.263
H 1.375 -5.754 -0.662
C -0.966 -4.773 0.468
C 0.847 -4.977 -1.236
N 0.061 -4.117 -0.343
H -1.638 -4.033 0.906
C 0.330 -2.809 -0.222
O -0.152 -2.091 0.671
H 1.583 -4.357 -1.765
H 0.998 -2.387 -1.015
H -1.519 -5.459 -0.181
H 0.194 -5.475 -1.970
C 1.233 -2.197 3.539
O 1.400 -0.831 3.191
P 0.246 0.512 3.493
O 0.323 0.301 5.099
C -0.804 -0.243 5.767
O -1.376 1.100 3.644
C -1.359 2.515 3.507
H 2.013 -2.817 3.077
H 0.255 -2.536 3.202
H 1.327 -2.296 4.620
H -1.614 -0.681 5.203
H -0.316 -1.019 6.325
H -1.245 0.461 6.460
H -2.148 2.879 4.161
H -0.397 2.953 3.794
H -1.540 2.793 2.472
*
```

## Properties
HOMO (alpha / beta) = -7.6 / -7.6 eV
molar mass = 557.33 g/mol
gap between HOMO and LUMO (alpha / beta) = 6.00 / 7.78 eV
LUMO energy (alpha / beta) = -1.636 / 0.170 eV

The following is a quantum chemistry calculation of a molecular structure, C20H36NO3P2Y in a non-equilibrium geometry, from the OMol25 dataset.

```
! wB97M-V def2-TZVPD RIJCOSX def2/J DEFGRID3
* xyz 0 1
C -0.467 -0.382 -4.159
C 0.062 -0.496 -2.858
N -0.541 0.234 -1.850
C -1.600 1.045 -2.080
C -2.119 1.172 -3.366
C -1.549 0.444 -4.413
C 1.217 -1.339 -2.579
P 1.891 -1.658 -0.972
Y 0.098 -0.196 0.389
P -1.238 2.110 0.606
C -2.280 1.766 -0.889
C 1.408 0.031 2.321
C 0.952 -1.048 3.055
C 1.358 -1.134 4.412
C 2.181 -0.143 4.945
C 2.572 0.949 4.171
C 2.151 1.061 2.824
O 2.805 1.170 -3.057
O 1.450 3.132 -1.914
H -0.003 -0.976 -4.942
H -2.971 1.830 -3.530
H -1.959 0.528 -5.421
C 1.434 -3.306 -0.288
C 3.680 -1.422 -0.740
H -2.679 2.746 -1.193
H -3.164 1.181 -0.569
H 2.458 0.255 -2.954
H 1.598 -1.910 -3.436
C -2.294 1.919 2.093
C -0.658 3.811 0.536
H 0.286 -1.814 2.651
H 1.023 -1.970 5.016
H 2.515 -0.232 5.987
H 3.203 1.719 4.609
H 2.394 1.928 2.211
H 2.027 1.377 0.028
H 2.151 3.751 -1.624
H 1.935 2.433 -2.440
H 3.067 1.224 -4.001
H 1.470 1.622 -0.442
H 1.964 -4.103 -0.829
H 1.703 -3.366 0.781
H 0.351 -3.500 -0.355
H 4.293 -2.209 -1.201
H 4.007 -0.449 -1.137
H 3.905 -1.404 0.339
H -1.462 4.558 0.580
H 0.019 3.980 1.390
H -0.060 3.970 -0.375
H -3.097 2.669 2.172
H -2.734 0.909 2.129
H -1.651 2.010 2.986
C -2.253 -2.787 -0.372
C -2.718 -1.699 0.567
C -3.587 -2.110 1.726
O -1.581 -1.111 1.165
H -1.724 -3.544 0.205
H -1.573 -2.412 -1.144
H -3.073 -3.273 -0.886
H -3.239 -0.919 -0.007
H -3.011 -2.778 2.364
H -3.841 -1.239 2.330
H -4.503 -2.605 1.436
*
```

## Properties
HOMO = -7.0 eV
molar mass = 489.37 g/mol
gap between HOMO and LUMO = 7.55 eV
LUMO energy = 0.549 eV
relative energy (zero: lowest compared OMol25 entry of this formula, charge and spin) = 0.0 kJ/mol

The following is a quantum chemistry calculation of 5 unconnected molecules or ions with the total composition C20H36O15P2S2 in a non-equilibrium geometry, from the OMol25 dataset.

```
! wB97M-V def2-TZVPD RIJCOSX def2/J DEFGRID3
* xyz 0 1
O 7.058 -4.880 2.034
C 5.826 -4.669 1.869
O 4.834 -5.655 1.494
C 3.549 -5.031 1.445
O 2.510 -5.637 1.077
C 3.710 -3.474 1.873
P 2.279 -2.247 2.021
S 0.656 -3.275 2.402
C 5.121 -3.252 2.106
P 5.889 -1.601 2.596
S 6.450 -1.619 4.455
H 2.163 -1.511 0.792
H 2.561 -1.400 3.148
H 4.962 -0.541 2.328
H 7.083 -1.443 1.793
C -1.991 2.694 -1.108
C -2.093 1.922 0.195
O -0.798 1.530 0.670
C -0.056 2.508 1.218
O -0.384 3.664 1.341
O 1.130 1.982 1.576
C 2.057 2.942 2.073
H -1.435 2.118 -1.852
H -2.984 2.920 -1.501
H -1.455 3.636 -0.972
H -2.656 1.000 0.023
H -2.629 2.487 0.961
H 1.633 3.518 2.897
H 2.374 3.606 1.264
H 2.933 2.406 2.442
C -5.119 -2.133 -3.206
C -5.188 -0.618 -3.148
O -3.905 -0.032 -3.405
C -3.502 -0.045 -4.691
O -4.120 -0.500 -5.628
O -2.276 0.505 -4.748
C -1.684 0.453 -6.042
H -4.350 -2.508 -2.526
H -6.081 -2.573 -2.935
H -4.854 -2.481 -4.207
H -5.480 -0.310 -2.140
H -5.938 -0.218 -3.835
H -2.335 0.897 -6.798
H -1.446 -0.582 -6.301
H -0.754 1.024 -6.010
C 11.372 -1.304 6.885
C 9.951 -0.945 6.490
O 9.491 0.211 7.203
C 9.987 1.389 6.787
O 10.771 1.549 5.881
O 9.486 2.356 7.576
C 10.020 3.649 7.309
H 11.449 -1.428 7.968
H 11.686 -2.228 6.396
H 12.074 -0.515 6.606
H 9.283 -1.768 6.762
H 9.853 -0.796 5.412
H 9.906 3.919 6.257
H 11.073 3.683 7.602
H 9.469 4.371 7.913
C -12.500 0.774 -4.161
C -12.140 -0.474 -4.946
O -11.172 -0.188 -5.963
C -9.912 0.000 -5.533
O -9.538 -0.053 -4.384
O -9.145 0.290 -6.599
C -7.801 0.621 -6.264
H -12.833 1.568 -4.836
H -13.293 0.562 -3.441
H -11.639 1.163 -3.615
H -13.032 -0.848 -5.458
H -11.786 -1.277 -4.293
H -7.333 -0.161 -5.663
H -7.775 1.579 -5.738
H -7.237 0.723 -7.193
*
```

## Properties
HOMO = -9.1 eV
molar mass = 642.58 g/mol
gap between HOMO and LUMO = 6.83 eV
LUMO energy = -2.314 eV